{
  "formula": "C27H47BrCl32NO",
  "method": "the ωB97M-V functional and the def2-TZVPD basis",
  "molar_mass_da": 1616.08,
  "e_tot_ev": -503045.8449,
  "largest_force_ev_per_a": 5.1,
  "charge": -1,
  "gap_ev": 3.56,
  "lumo_energy_ha": 0.0499,
  "elements": ["O", "C", "C", "C", "C", "C", "C", "C", "N", "C", "C", "C", "C", "Br", "H", "H", "H", "H", "H", "H", "H", "H", "H", "H", "H", "H", "H", "H", "H", "C", "Cl", "Cl", "H", "H", "C", "Cl", "Cl", "H", "H", "C", "Cl", "Cl", "H", "H", "C", "Cl", "Cl", "H", "H", "C", "Cl", "Cl", "H", "H", "C", "Cl", "Cl", "H", "H", "C", "Cl", "Cl", "H", "H", "C", "Cl", "Cl", "H", "H", "C", "Cl", "Cl", "H", "H", "C", "Cl", "Cl", "H", "H", "C", "Cl", "Cl", "H", "H", "C", "Cl", "Cl", "H", "H", "C", "Cl", "Cl", "H", "H", "C", "Cl", "Cl", "H", "H", "C", "Cl", "Cl", "H", "H", "C", "Cl", "Cl", "H", "H"],
  "xyz": [[-1.6615, -0.9891, 0.0213], [-0.7020, -1.3782, 1.0972], [-0.5127, -0.2470, 2.3123], [0.4863, -0.5118, 3.6262], [1.2852, -1.9506, 3.6429], [1.0928, -3.0877, 2.4320], [0.0965, -2.8447, 1.1195], [-0.1590, -3.9370, -0.0766], [0.9055, -3.9706, -1.1506], [2.1236, -4.7736, -0.7512], [1.8343, -6.3749, -0.4863], [2.4252, -6.7997, 0.9981], [1.2558, -7.3985, 2.0150], [1.5186, -6.6922, 3.8998], [-1.0818, -0.5920, -0.7168], [-1.1091, 0.7732, 2.2886], [0.5666, 0.3068, 4.4774], [1.9941, -2.2425, 4.5426], [1.6546, -4.1203, 2.4597], [-1.1664, -3.6006, -0.6213], [-0.3971, -4.9684, 0.4224], [0.4999, -4.2669, -2.0652], [2.8727, -4.7337, -1.6799], [2.7279, -4.2525, 0.1367], [2.3289, -7.0870, -1.2833], [0.6692, -6.6325, -0.5027], [2.9554, -5.9147, 1.5520], [3.2139, -7.6623, 0.8754], [0.1861, -7.0063, 1.6946], [4.7483, -3.2257, 4.0822], [3.9551, -4.3295, 2.9521], [4.3168, -1.5460, 3.7395], [4.4355, -3.4729, 5.0996], [5.8312, -3.3406, 3.9911], [-3.8425, 1.2397, -0.7973], [-5.4932, 1.7983, -0.5002], [-3.5501, 1.0097, -2.5254], [-3.1406, 1.9842, -0.4136], [-3.6903, 0.2888, -0.2810], [2.6499, -0.8371, -0.8676], [2.4958, 0.5117, -1.9998], [1.3489, -0.8148, 0.3291], [2.6047, -1.7761, -1.4247], [3.6098, -0.7604, -0.3512], [-3.0339, -0.9522, -5.8573], [-1.6652, -1.2459, -4.7777], [-2.9037, -1.9238, -7.3283], [-3.9590, -1.2147, -5.3383], [-3.0514, 0.1058, -6.1299], [-3.6598, -4.6689, 2.0319], [-3.0220, -3.2724, 1.1555], [-2.7249, -6.1258, 1.6737], [-3.6094, -4.4687, 3.1050], [-4.6989, -4.8310, 1.7353], [0.1420, 1.9676, -4.6234], [1.8651, 2.0455, -5.0101], [-0.1182, 1.2905, -3.0112], [-0.2762, 2.9766, -4.6572], [-0.3599, 1.3355, -5.3600], [5.4789, 1.5375, 5.5495], [3.7609, 1.1300, 5.6344], [6.4853, 0.1042, 5.7900], [5.6953, 1.9633, 4.5666], [5.7100, 2.2692, 6.3274], [-6.9146, 4.8508, -1.5251], [-6.6494, 5.7014, -3.0519], [-6.9307, 5.9781, -0.1635], [-7.8754, 4.3322, -1.5690], [-6.1105, 4.1258, -1.3773], [6.0532, 2.2792, 1.3969], [6.3183, 3.1298, -0.1300], [6.0371, 3.4065, 2.7585], [5.0923, 1.7606, 1.3529], [6.8572, 1.5542, 1.5446], [-5.8268, 9.5619, 1.1112], [-5.5617, 10.4125, -0.4156], [-5.8429, 10.6892, 2.4728], [-6.7877, 9.0433, 1.0673], [-5.0228, 8.8369, 1.2590], [4.3727, -0.4848, -4.8165], [4.1266, -1.9460, -3.8524], [5.7340, -0.6777, -5.9276], [3.4675, -0.2834, -5.3945], [4.5766, 0.3537, -4.1461], [-6.2910, -1.2232, -2.7138], [-7.9417, -0.6646, -2.4168], [-5.9986, -1.4532, -4.4420], [-5.5891, -0.4787, -2.3302], [-6.1388, -2.1741, -2.1975], [4.5464, -2.4319, 8.5248], [3.7532, -3.5357, 7.3946], [4.1149, -0.7522, 8.1821], [4.2336, -2.6791, 9.5422], [5.6292, -2.5468, 8.4336], [5.1618, 4.2066, -5.6952], [5.6505, 4.1394, -3.9977], [4.7603, 2.5969, -6.3057], [4.2843, 4.8512, -5.7875], [5.9843, 4.6164, -6.2864], [-5.5916, 5.0697, 3.7898], [-6.3848, 3.9659, 2.6597], [-6.0231, 6.7494, 3.4471], [-5.9044, 4.8225, 4.8072], [-4.5088, 4.9547, 3.6987], [-3.1024, 5.6321, -5.1269], [-3.3485, 4.1710, -4.1628], [-1.7411, 5.4393, -6.2380], [-4.0076, 5.8336, -5.7049], [-2.8986, 6.4706, -4.4566]],
  "forces_ev_per_angstrom": [[3.4, -0.1, 0.8], [0.0, 0.0, 4.2], [1.4, -3.4, 0.6], [-0.5, -3.7, -3.5], [-2.7, 0.8, -2.5], [-2.8, 2.8, -1.1], [-0.1, 1.9, 4.1], [-1.4, 0.8, 0.0], [0.1, -0.3, 1.3], [1.0, -0.7, -1.4], [0.1, -0.4, 1.2], [-0.6, -0.6, 0.8], [-0.5, 0.4, -2.2], [-0.1, 0.1, -0.2], [-1.0, -1.0, 1.5], [1.3, -2.4, -0.2], [-0.1, -2.0, -2.0], [-1.9, 0.7, -2.1], [-1.6, 2.4, 0.2], [2.3, -0.6, 1.3], [0.7, 1.8, -0.7], [0.5, 0.1, 1.4], [-1.5, 0.1, 1.9], [-1.7, -1.2, -1.7], [-0.9, 1.7, 1.3], [2.5, 0.7, 0.0], [-0.8, -1.5, -1.5], [-1.3, 1.7, 0.2], [2.1, -0.1, 0.6], [0.3, -0.3, 0.0], [0.9, 0.1, 0.3], [0.5, 0.1, -0.1], [0.0, 0.2, -0.5], [-0.3, 0.1, -0.1], [0.4, -0.1, 0.4], [-0.1, -0.1, 0.1], [0.1, 0.0, 0.0], [-0.2, -0.1, -0.2], [0.0, 0.2, -0.2], [0.8, -0.1, 0.2], [0.9, -0.1, 0.2], [2.9, 1.7, -2.2], [-0.2, 0.2, 0.1], [-0.2, 0.0, -0.1], [-0.2, 0.2, 0.1], [-0.1, 0.0, 0.0], [-0.1, 0.0, -0.1], [0.6, 0.0, -0.2], [0.1, -0.3, 0.0], [-0.3, -0.1, 0.2], [-0.8, -0.1, 0.2], [-0.1, 0.0, 0.1], [0.1, 0.0, -0.3], [0.3, 0.0, 0.0], [-0.5, 0.1, 0.0], [-0.1, 0.1, -0.2], [-0.7, 0.5, -0.4], [0.2, -0.2, 0.1], [0.2, 0.0, 0.2], [0.0, 0.3, 0.0], [-0.1, 0.5, -0.2], [0.4, 0.1, 0.0], [-0.1, -0.4, 0.5], [-0.1, -0.3, -0.1], [0.0, -0.4, 0.0], [0.0, 0.0, -0.1], [0.0, 0.0, 0.0], [0.2, 0.3, 0.0], [-0.2, 0.4, -0.1], [-0.1, -0.5, -0.2], [0.0, -0.1, 0.0], [0.0, 0.2, -0.1], [0.2, 0.3, 0.0], [-0.1, 0.3, 0.0], [0.0, -0.4, 0.0], [0.0, -0.1, -0.1], [0.0, -0.1, 0.1], [0.2, 0.2, 0.0], [-0.2, 0.3, 0.0], [-0.3, 0.3, 0.1], [0.0, 0.0, -0.1], [0.1, 0.0, -0.1], [0.3, -0.2, 0.1], [0.0, -0.3, -0.1], [0.2, -0.1, 0.5], [0.0, 0.0, 0.1], [-0.3, -0.1, 0.1], [-0.3, -0.2, -0.3], [-0.1, 0.2, -0.2], [0.2, 0.0, 0.3], [-0.1, -0.1, 0.3], [0.0, -0.2, 0.3], [0.0, 0.1, -0.3], [-0.3, 0.1, -0.1], [-0.1, 0.3, -0.2], [0.0, 0.1, 0.0], [0.2, 0.2, -0.2], [0.2, -0.3, 0.1], [-0.2, -0.2, 0.2], [0.2, -0.3, 0.2], [0.1, -0.1, 0.2], [0.0, 0.1, 0.1], [0.0, 0.1, -0.3], [-0.3, 0.1, -0.1], [-0.3, 0.3, 0.1], [0.0, 0.0, 0.0], [0.0, 0.1, -0.1], [0.3, -0.2, 0.1], [0.0, -0.3, -0.1]],
  "mulliken_charge": [-0.04, -0.37, -0.41, -0.69, -0.52, 0.39, 0.76, -0.26, -0.10, -0.31, -0.64, 0.60, -0.45, -0.33, 0.15, 0.20, 0.22, 0.56, -0.17, 0.20, -0.35, 0.31, 0.23, 0.15, 0.31, 0.26, -0.76, 0.37, -0.18, -0.12, -0.11, 0.02, -0.23, 0.42, -0.36, -0.13, -0.02, 0.33, 0.19, -0.16, -0.04, 0.01, -0.26, 0.39, 0.53, -0.08, -0.19, -0.47, 0.24, -0.43, 0.01, -0.13, 0.27, 0.32, -0.22, -0.08, 0.00, 0.16, 0.12, 0.37, -0.11, -0.14, -0.46, 0.37, 0.15, -0.17, -0.09, 0.31, -0.20, -0.10, -0.14, -0.22, 0.13, 0.29, -0.10, -0.17, -0.16, 0.18, 0.24, -0.08, -0.12, -0.19, 0.18, 0.21, 0.61, -0.17, -0.23, -0.58, 0.30, -0.30, -0.14, -0.12, 0.32, 0.22, -0.35, -0.11, -0.11, 0.27, 0.31, -0.32, -0.11, -0.11, 0.30, 0.25, -0.38, -0.02, -0.16, 0.28, 0.29]
}